<one>
7
Properties=species:S:1:pos:R:3:lowdin_charge:R:1 method="wB97M-V/def2-TZVPD" e_lumo_ev=0.43 smiles="N#CC(Cl)=C(F)F" homo_lumo_gap_ev=10.73
C -0.665 -0.664 0.386 -0.4179
C 0.294 -0.082 -0.343 -0.6086
C 0.677 1.269 -0.112 -0.2408
N 0.974 2.367 0.095 0.1773
F -1.294 -0.049 1.350 0.1844
F -1.070 -1.886 0.227 0.1759
Cl 1.083 -0.955 -1.603 0.7297

---

<two>
7
Properties=species:S:1:pos:R:3:lowdin_charge:R:1 method="wB97M-V/def2-TZVPD" e_lumo_ev=-0.88 smiles="FC(F)=NC#CCl" homo_lumo_gap_ev=7.99
C 0.599 -0.480 0.161 -0.3619
C 1.596 -0.864 0.716 -0.4651
C -1.089 0.311 -0.714 -0.2560
N 0.043 -0.313 -0.905 0.1750
F -1.450 1.465 -1.009 0.2764
F -2.323 -0.078 -0.086 0.0749
Cl 2.624 -0.041 1.836 0.5568

---

Most stable to least stable, the ends of the list are <one> and <two>.

---

<one>
12
Properties=species:S:1:pos:R:3:lowdin_charge:R:1 method="wB97M-V/def2-TZVPD" e_lumo_ev=-3.98 charge=+1 homo_lumo_gap_ev=9.22
C 1.468 0.073 -0.128 -0.1026
C -0.759 -0.751 0.293 -0.2785
C -1.708 -0.337 -0.529 -0.6078
N 1.200 1.258 0.415 0.2298
N 0.561 -0.836 -0.233 0.0489
I -3.609 0.258 0.161 0.8953
H 2.437 -0.198 -0.426 0.1557
H -0.914 -0.788 1.413 0.1418
H 0.190 1.309 0.786 0.1676
H -1.341 -0.326 -1.596 0.0918
H 1.789 1.908 0.752 0.0851
H 0.687 -1.571 -0.907 0.1729

---

<two>
12
Properties=species:S:1:pos:R:3:lowdin_charge:R:1 method="wB97M-V/def2-TZVPD" e_lumo_ev=-6.00 charge=+1 homo_lumo_gap_ev=8.53
C -1.104 -1.103 -0.465 -0.2623
C 1.046 -0.339 -0.541 -0.2203
C -1.562 -0.033 0.448 -0.4717
N -0.015 -1.102 -1.038 0.0837
N 0.515 0.461 0.562 0.0875
I -2.466 -0.695 2.212 1.0431
H -1.783 -1.847 -0.807 0.1227
H 1.867 -0.944 -0.311 0.1201
H 1.360 0.385 -1.326 0.1573
H -1.711 0.965 0.153 0.0510
H 0.552 -0.066 1.493 0.1487
H 0.810 1.433 0.464 0.1402

---

Most stable to least stable, the ends of the list are <one> and <two>.

---

<one>
24
Properties=species:S:1:pos:R:3:lowdin_charge:R:1 method="wB97M-V/def2-TZVPD" e_lumo_ev=0.79 homo_lumo_gap_ev=9.62
C -0.697 1.279 2.055 -0.0417
C -0.151 1.747 0.723 -0.3998
C 0.982 1.153 0.279 -0.1921
C 0.820 -0.217 -0.265 -0.2203
C 1.924 -1.021 -0.510 -0.0204
C 1.776 -2.330 -1.082 -0.0728
C 0.536 -2.806 -1.415 -0.0975
C -0.554 -1.933 -1.322 -0.0083
C -0.436 -0.592 -0.685 -0.1655
C -1.704 0.244 -0.553 -0.1337
H -0.411 1.749 2.817 0.0081
H -1.629 1.126 2.318 0.0305
H -0.141 0.437 2.363 0.0914
H -0.144 2.962 0.700 0.1935
H 1.652 1.177 1.283 0.1839
H 1.523 1.827 -0.311 0.1136
H 2.915 -0.510 0.082 0.1789
H 2.567 -3.073 -1.191 0.1001
H -0.021 -3.512 -1.652 0.0141
H -1.754 -1.862 -1.724 0.1743
H -2.437 0.083 0.759 0.2248
H -2.192 0.516 -1.499 0.1162
H -1.073 1.913 -0.966 -0.0345
N -1.351 1.643 -0.205 -0.0428

---

<two>
24
Properties=species:S:1:pos:R:3:lowdin_charge:R:1 method="wB97M-V/def2-TZVPD" e_lumo_ev=0.27 homo_lumo_gap_ev=8.89
C 2.756 -0.283 -0.118 -0.2561
C -2.302 -0.356 -0.424 -0.1786
C -1.759 0.005 0.981 -0.0765
C -1.127 -0.340 -1.423 -0.1563
C 0.806 0.363 1.392 -0.0820
C 0.039 -1.785 0.283 -0.0135
C 1.670 0.534 0.153 -0.2512
C -0.301 -0.505 0.870 -0.3789
C 0.014 -0.607 -0.606 -0.1319
C 1.851 1.900 -0.513 -0.0271
N 3.578 -1.029 -0.394 0.1697
H -2.808 -1.290 -0.399 0.0909
H -3.015 0.356 -0.864 0.1123
H -1.954 1.078 1.195 0.1267
H -2.278 -0.609 1.661 0.0875
H -1.475 -1.142 -2.130 0.1347
H -1.105 0.611 -1.903 0.1049
H 1.329 -0.135 2.262 0.1462
H 0.476 1.315 1.600 0.0835
H 0.986 -2.292 0.450 0.1217
H -0.874 -2.340 0.091 0.1267
H 1.969 1.704 -1.550 0.0728
H 2.682 2.476 -0.189 0.0759
H 0.843 2.372 -0.425 0.0989

---

Most stable to least stable, the ends of the list are <two> and <one>.

---

<one>
19
Properties=species:S:1:pos:R:3:lowdin_charge:R:1 method="wB97M-V/def2-TZVPD" e_lumo_ev=4.09 charge=-1 homo_lumo_gap_ev=7.57
C -1.265 -0.532 1.740 -0.1634
N 0.131 -0.280 2.038 -0.1691
C 0.736 0.775 1.269 -0.2484
C 1.711 0.119 0.042 -0.4175
O 1.388 -1.100 -0.429 -0.2996
H -1.465 -1.336 1.062 0.0570
H -1.572 0.378 1.237 0.0543
H -1.981 -0.612 2.620 0.0670
H 0.934 -1.081 2.009 0.1624
H 1.129 1.584 1.776 0.0550
H 0.041 1.220 0.662 0.0336
H 2.662 0.109 0.539 0.0519
H 1.654 1.049 -0.654 0.1024
H 0.053 -1.345 -3.059 0.0969
H 0.768 -0.804 -1.735 -0.0207
O 0.232 -0.439 -2.562 -0.1948
H -1.935 1.282 -1.742 -0.0493
H -1.216 0.269 -2.365 -0.0854
O -2.006 0.743 -2.448 -0.0323

---

<two>
19
Properties=species:S:1:pos:R:3:lowdin_charge:R:1 method="wB97M-V/def2-TZVPD" e_lumo_ev=3.94 charge=-1 homo_lumo_gap_ev=7.99
C -0.140 1.011 -0.415 -0.3794
O -1.008 0.028 -0.442 -0.3340
C 1.189 0.246 -0.033 -0.4828
C 2.336 1.164 0.455 -0.1069
N 0.877 -0.803 0.923 0.0096
H -0.498 1.624 0.439 0.1034
H -0.126 1.520 -1.416 0.1077
H 1.612 -0.252 -0.951 0.1228
H 2.044 1.943 1.197 0.0600
H 3.314 0.711 0.506 0.0331
H 2.429 1.786 -0.610 0.1051
H -0.035 -0.852 1.246 0.0214
H 0.885 -1.649 0.189 0.0887
H -0.595 -1.473 -1.146 0.0189
H -0.242 -2.534 -2.293 0.0435
O -0.129 -2.360 -1.319 -0.1570
H -2.335 1.142 1.807 -0.0871
H -2.098 0.417 0.343 -0.0268
O -2.714 0.921 1.034 -0.1402

---

Most stable to least stable, the ends of the list are <two> and <one>.